DFT (wB97M-V/def2-TZVPD) results for a molecular structure, ClH6Na3O7 at a distorted geometry.

Kohn-Sham gap: 5.1395 eV
molecular weight: 222.5 g mol⁻¹
E_LUMO: -0.23661 Ha
total charge: +2
highest occupied orbital energy: -11.58 eV
electronic energy: -40179.8663 eV
F_max: 2.73 eV/A

```
17
Properties=species:S:1:pos:R:3:forces:R:3
Cl -0.7532 0.1342 -1.2977 1.36 0.67 1.69
Na 1.4849 5.3609 -4.5361 -0.03 -0.15 0.04
Na -4.6218 4.4599 3.0669 0.09 -0.16 0.04
Na 0.4352 -5.8791 -3.7262 0.04 0.19 0.04
O 3.7731 -3.2068 -5.4354 -0.29 -0.22 0.10
O -0.3113 0.5952 -2.5910 0.29 -0.48 -0.56
O 0.2768 0.3996 -0.2981 0.42 -0.81 -0.77
O -1.9933 -1.8014 4.5072 -0.24 -0.09 0.07
O -1.8507 0.9149 -0.8848 -2.44 1.23 0.11
O -0.6096 2.9652 4.8636 -0.40 0.12 -0.13
O -1.1360 -1.2500 -1.2976 0.45 -0.43 -0.56
H 4.3920 -3.3389 -6.1536 0.17 -0.09 -0.21
H -0.1320 2.6561 5.6334 0.08 -0.10 0.26
H -1.0762 -2.0619 4.5928 0.23 -0.12 0.00
H 4.0114 -2.3564 -5.0665 0.03 0.22 0.15
H 0.0723 3.2646 4.2623 0.22 0.00 -0.18
H -1.9615 -0.8560 4.3606 0.03 0.21 -0.09
```
Positions in Å, forces in eV/Å.